Record 1
Density functional theory data (ωB97M-V/def2-TZVPD) for the molecule C3H2S2 at a distorted geometry.

```
! RIJCOSX wB97M-V def2-TZVPD def2/J DEFGRID3
* xyz 0 1
C 1.80 -0.85 -0.13
C 0.56 -0.65 -0.09
C -0.72 -0.08 -0.06
S -2.18 -0.90 -0.14
S -0.62 1.60 -0.17
H 2.86 -1.00 0.00
H -1.70 1.87 0.60
*
```

Results
SMILES string   C#CC(=S)S
Energy above the lowest of the compared OMol25 structures with the same formula, charge and spin   16.4 kcal/mol
HOMO   -8.912 eV
Orbital gap   0.2778 Ha
E_tot   -911.778957 Ha


Record 2
Density functional theory data (ωB97M-V/def2-TZVPD) for a 11-piece molecular cluster, C3H30NO10S overall at a distorted geometry.

```
! RIJCOSX wB97M-V def2-TZVPD def2/J DEFGRID3
* xyz 0 2
C -0.74 -2.75 -0.47
C -1.02 -1.31 -0.83
C -2.53 -1.00 -0.80
S -3.18 0.56 -1.46
N -0.45 -0.40 0.25
H -0.84 -3.37 -1.43
H -1.49 -3.29 0.13
H 0.33 -2.91 -0.22
H -0.46 -1.16 -1.77
H -3.02 -1.61 -1.49
H -2.87 -1.14 0.24
H -3.80 0.92 -0.29
H -0.65 0.57 -0.05
H -0.85 -0.50 1.20
H 0.56 -0.52 0.29
H 0.15 0.83 -2.17
H 0.18 1.54 -3.53
O -0.07 0.73 -3.08
H 3.70 -2.16 -1.93
H 2.54 -3.09 -2.05
O 3.28 -2.88 -1.46
H -0.08 3.03 0.54
H -1.27 2.76 -0.42
O -0.97 2.52 0.49
H 2.31 -0.94 0.97
H 2.55 -1.94 -0.40
O 2.15 -1.08 0.03
H 2.04 3.82 0.95
H 1.48 2.84 1.92
O 1.25 3.66 1.44
H 1.10 2.38 -0.08
H 2.07 1.23 -0.83
O 1.36 1.84 -0.82
H -1.60 0.34 3.39
H -1.36 -1.07 3.95
O -1.18 -0.53 3.15
H 1.23 -1.46 -3.18
H 0.64 -2.74 -3.73
O 1.35 -2.43 -3.17
H -2.48 2.33 2.26
H -1.01 2.66 2.63
O -1.72 2.03 2.72
H 1.52 1.41 3.63
H 0.46 1.01 2.83
O 1.42 1.26 2.67
*
```

Results
Energy above the lowest of the compared OMol25 structures with the same formula, charge and spin   0.0 kcal/mol
HOMO (spin up / spin down)   -2.351 / -9.632 eV
Orbital gap (spin up / spin down)   0.0881 / 0.3518 Ha
E_tot   -1337.495962 Ha


Record 3
Density functional theory data (ωB97M-V/def2-TZVPD) for a 12-piece molecular cluster, C3H31NO12 overall at a distorted geometry.

```
! RIJCOSX wB97M-V def2-TZVPD def2/J DEFGRID3
* xyz 0 1
C -1.24 -0.79 1.89
C -0.90 -1.46 0.49
N 0.39 -1.35 -0.05
C 0.95 -2.47 -0.86
O 1.46 -3.52 -0.17
H -1.97 -1.43 2.35
H -1.51 0.28 2.03
H -0.31 -0.76 2.54
H -1.23 -2.43 0.71
H -1.64 -0.98 -0.09
H 1.06 -1.06 0.60
H 1.67 -2.06 -1.70
H 0.07 -2.96 -1.45
H 2.09 -3.30 0.58
O 1.34 2.24 -3.87
H 1.02 1.66 -4.60
H 0.97 1.92 -3.08
O 1.29 3.77 1.55
H 1.66 2.90 1.66
H 1.63 4.30 0.81
O 1.47 -0.31 3.84
H 1.63 -1.13 3.48
H 2.08 -0.02 4.64
O -1.66 0.42 -2.89
H -0.83 0.26 -2.41
H -2.32 -0.21 -2.43
O 1.72 -2.62 2.65
H 1.71 -3.54 2.84
H 0.98 -2.57 2.05
O 3.56 1.95 -1.36
H 2.72 1.89 -1.87
H 3.43 1.24 -0.66
O -3.72 0.33 -0.51
H -4.32 0.85 -1.00
H -2.99 1.02 -0.32
O -3.17 -2.16 -1.28
H -3.38 -1.34 -0.74
H -3.01 -3.01 -0.85
O -3.27 2.41 -2.07
H -2.98 3.37 -2.18
H -2.76 2.02 -2.82
O 0.32 1.81 -0.61
H 0.96 1.27 -0.04
H 0.62 2.68 -0.66
O 2.18 0.93 1.55
H 2.79 1.32 2.14
H 1.43 0.66 2.16
*
```

Results
SMILES string   CCNCO.O.O.O.O.O.O.O.O.O.O.O
Energy above the lowest of the compared OMol25 structures with the same formula, charge and spin   99.3 kcal/mol
HOMO   -9.429 eV
Orbital gap   0.3448 Ha
E_tot   -1090.433245 Ha


Record 4
Density functional theory data (ωB97M-V/def2-TZVPD) for a 14-piece molecular cluster, C3H32NO15 overall at a distorted geometry.

```
! RIJCOSX wB97M-V def2-TZVPD def2/J DEFGRID3
* xyz -1 1
C 3.23 -0.74 -0.76
C 2.01 -0.18 0.01
C 1.02 0.77 -0.63
O 1.15 1.32 -1.75
O -0.03 0.89 0.07
N 2.94 -1.00 -2.18
H 4.03 0.00 -0.74
H 3.55 -1.68 -0.32
H 1.39 -1.02 0.29
H 2.42 0.21 0.94
H 2.74 -0.17 -2.70
H 2.19 -1.68 -2.20
H -2.23 -2.13 2.68
H -2.75 -1.75 1.31
O -1.94 -2.08 1.76
H 1.97 4.16 -0.80
H 1.20 3.00 -1.52
O 1.19 3.97 -1.33
H 0.98 -3.03 -0.08
H 0.14 -2.02 0.80
O 0.52 -2.91 0.75
H -0.65 3.04 -0.43
H -1.44 4.15 -0.96
O -1.35 3.64 -0.15
H 1.95 -2.98 1.94
H 1.80 -1.71 2.46
O 2.56 -2.27 2.26
H -1.72 1.88 0.83
H -1.80 0.55 1.61
O -2.33 1.30 1.31
H -0.49 -2.85 -2.81
H -0.62 -3.63 -1.52
O -0.11 -2.92 -1.93
H 0.34 1.34 2.17
H -0.45 2.13 3.17
O 0.45 1.87 2.96
H -0.36 1.80 -3.60
H -0.51 0.85 -2.48
O -1.00 1.17 -3.26
H -3.76 -0.15 2.25
H -4.16 -0.27 0.79
O -4.22 -0.73 1.64
H 2.60 2.49 2.53
H 2.59 3.00 1.12
O 3.09 2.41 1.70
H -2.56 0.60 -0.47
H -2.65 0.12 -1.95
O -3.04 0.00 -1.08
H -2.02 -3.16 -0.13
H -3.13 -2.36 -0.85
O -2.76 -3.24 -0.74
*
```

Results
Energy above the lowest of the compared OMol25 structures with the same formula, charge and spin   6.3 kcal/mol
HOMO   -5.859 eV
Orbital gap   0.3112 Ha
E_tot   -1316.980944 Ha


Record 5
Density functional theory data (ωB97M-V/def2-TZVPD) for a 14-piece molecular cluster, C3H32NO15S overall at a distorted geometry.

```
! RIJCOSX wB97M-V def2-TZVPD def2/J DEFGRID3
* xyz 0 2
O 0.31 0.65 0.76
C 0.82 0.55 -0.32
O 0.55 1.25 -1.36
C 1.61 -0.72 -0.87
C 2.98 -0.35 -1.29
S 4.22 0.21 -0.01
N 1.65 -2.00 0.10
H 1.05 -0.99 -1.69
H 3.43 -1.10 -1.93
H 2.88 0.44 -2.13
H 3.59 -0.24 1.13
H 2.33 -2.67 -0.21
H 0.72 -2.50 -0.06
H -3.09 4.09 -0.75
H -2.60 2.81 -1.18
O -3.45 3.31 -1.17
H -2.51 -2.04 -3.13
H -2.98 -3.03 -2.20
O -3.00 -2.85 -3.15
H -0.80 -0.88 -1.32
H -0.90 0.63 -1.82
O -1.31 -0.24 -1.93
H -0.20 -2.34 3.41
H 0.25 -2.01 1.99
O -0.05 -2.84 2.61
H 2.43 2.50 -2.96
H 1.49 1.35 -3.15
O 2.40 1.65 -3.47
H -1.88 1.78 3.46
H -2.48 0.48 2.79
O -2.52 1.00 3.61
H 1.91 -1.56 3.08
H 2.48 -1.85 1.54
O 2.63 -1.74 2.53
H 2.20 3.97 0.83
H 1.56 2.50 0.76
O 1.73 3.26 1.33
H -1.11 -3.88 0.39
H 0.14 -4.35 1.06
O -0.21 -4.30 0.23
H -1.44 2.53 0.58
H -0.89 3.81 1.13
O -1.45 3.45 0.53
H 0.81 2.81 -1.30
H 0.54 3.73 -0.36
O 1.08 3.76 -1.03
H -2.56 -2.35 1.55
H -1.87 -3.66 2.13
O -2.33 -3.24 1.44
H -3.46 0.68 0.25
H -2.13 0.20 -0.69
O -2.55 0.32 0.26
*
```

Results
HOMO (spin up / spin down)   -10.677 / -10.673 eV
Orbital gap (spin up / spin down)   0.3605 / 0.1694 Ha
E_tot   -1714.822151 Ha


Record 6
Density functional theory data (ωB97M-V/def2-TZVPD) for a 14-piece molecular cluster, C3H33O14 overall at a distorted geometry.

```
! RIJCOSX wB97M-V def2-TZVPD def2/J DEFGRID3
* xyz -1 1
C -19.59 9.39 1.51
C -19.47 8.55 2.78
C -18.29 9.05 3.61
O -20.68 8.54 3.54
H -19.85 10.39 1.84
H -20.26 9.13 0.69
H -18.59 9.52 1.10
H -19.23 7.51 2.59
H -18.43 10.04 4.02
H -17.35 9.09 3.06
H -18.15 8.34 4.43
O -17.02 12.96 -3.44
H -17.60 13.00 -2.68
H -16.59 12.11 -3.36
O -24.14 11.93 -1.00
H -23.24 12.04 -0.71
H -24.08 11.43 -1.81
O -20.94 4.24 6.53
H -20.90 5.04 6.01
H -21.80 4.26 6.95
O -22.32 3.94 2.52
H -21.40 3.87 2.77
H -22.58 4.82 2.80
O -14.67 13.77 5.37
H -15.08 14.51 5.82
H -14.54 13.12 6.06
O -15.52 8.61 -2.41
H -15.86 7.96 -3.03
H -15.20 8.09 -1.68
O -23.47 12.67 4.16
H -24.00 12.63 3.37
H -22.92 11.88 4.13
O -20.18 9.45 8.07
H -19.32 9.69 7.73
H -20.72 9.32 7.29
O -25.64 8.57 6.17
H -24.86 8.21 5.75
H -25.64 9.49 5.93
O -25.58 7.91 1.86
H -24.79 7.85 2.39
H -25.41 8.64 1.26
O -16.89 5.50 9.46
H -17.53 6.17 9.68
H -17.20 5.13 8.63
O -16.68 14.39 1.45
H -16.40 14.20 2.34
H -15.88 14.35 0.92
O -23.56 8.30 -4.58
H -23.68 7.58 -3.96
H -24.07 8.05 -5.35
*
```

Results
Energy above the lowest of the compared OMol25 structures with the same formula, charge and spin   76.1 kcal/mol
HOMO   -3.250 eV
Orbital gap   0.1998 Ha
E_tot   -1187.404087 Ha


Record 7
Density functional theory data (ωB97M-V/def2-TZVPD) for a 14-piece molecular cluster, C3H34N6O14 overall at a distorted geometry.

```
! RIJCOSX wB97M-V def2-TZVPD def2/J DEFGRID3
* xyz 0 1
C -2.58 -0.27 2.86
O -2.75 -1.09 1.95
N -1.45 -0.08 3.52
N -3.52 0.47 3.37
H -1.39 0.72 4.12
H -0.65 -0.56 3.11
H -3.32 0.95 4.23
H -4.40 0.41 2.87
C 2.31 -2.54 1.52
O 1.42 -3.09 2.11
N 2.77 -2.73 0.30
N 2.89 -1.49 2.10
H 3.41 -2.20 -0.26
H 2.30 -3.41 -0.28
H 2.37 -1.02 2.82
H 3.40 -0.91 1.45
C -0.13 -0.57 -0.58
O -0.39 -1.64 -0.99
N 1.07 -0.22 -0.33
N -0.97 0.41 -0.42
H 1.79 -0.84 -0.68
H 1.08 0.78 -0.18
H -1.93 0.09 -0.49
H -0.71 1.36 -0.20
O -1.31 -4.75 -1.19
H -0.67 -4.06 -1.00
H -1.54 -4.61 -2.11
O 3.63 1.69 0.95
H 3.99 2.30 1.59
H 4.37 1.13 0.70
O -3.15 0.87 -2.74
H -3.48 0.48 -1.94
H -3.48 1.77 -2.73
O 1.60 1.79 -3.29
H 2.20 1.44 -2.63
H 2.17 2.26 -3.91
O 2.11 3.62 -0.98
H 2.48 3.00 -0.35
H 1.16 3.53 -0.88
O 0.04 -2.87 -3.41
H -0.22 -2.45 -2.59
H 0.85 -3.34 -3.20
O -4.29 -0.80 -0.40
H -3.91 -0.22 0.26
H -3.97 -1.67 -0.18
O 3.34 -1.48 -2.14
H 3.76 -0.62 -2.21
H 3.87 -2.05 -2.69
O -0.61 3.04 -0.76
H -0.96 3.08 -1.65
H -1.27 3.46 -0.21
O -3.90 1.63 0.73
H -3.17 1.90 1.29
H -4.33 2.45 0.48
O 1.15 2.05 1.95
H 2.01 1.94 1.55
H 0.91 2.96 1.77
*
```

Results
HOMO   -9.323 eV
Orbital gap   0.3136 Ha
E_tot   -1516.643517 Ha


Record 8
Density functional theory data (ωB97M-V/def2-TZVPD) for a 15-piece molecular cluster, C3H34NO17 overall at a distorted geometry.

```
! RIJCOSX wB97M-V def2-TZVPD def2/J DEFGRID3
* xyz -1 1
O -1.84 0.20 -2.78
C -1.07 0.58 -1.88
O -0.25 -0.27 -1.35
C -0.85 2.05 -1.38
C -2.23 2.65 -1.08
O -2.26 3.50 0.06
N -0.08 2.97 -2.23
H -0.38 1.85 -0.41
H -2.95 1.82 -0.97
H -2.56 3.29 -1.90
H -1.56 3.24 0.67
H 0.45 3.62 -1.67
H -0.75 3.33 -2.88
H -0.76 -0.59 1.60
H 0.18 -0.29 0.39
O 0.04 -0.13 1.37
H 1.13 3.40 0.99
H 2.46 2.83 0.92
O 1.96 3.52 0.47
H 2.49 -1.85 2.32
H 1.23 -2.43 1.51
O 1.87 -2.58 2.20
H 1.79 -2.83 -2.42
H 0.41 -3.30 -2.68
O 1.12 -3.39 -2.02
H -2.26 0.03 4.05
H -2.08 0.56 2.75
O -1.92 0.85 3.66
H 3.59 -1.18 -0.59
H 3.31 -2.49 0.18
O 3.47 -2.13 -0.71
H -2.66 -2.70 1.60
H -1.24 -2.18 1.37
O -2.08 -1.96 1.81
H 0.07 0.21 3.82
H 1.52 -0.09 3.98
O 0.85 0.52 4.31
H 2.56 2.45 -1.33
H 2.08 2.20 -2.75
O 2.86 2.17 -2.20
H 0.24 -3.61 -0.48
H -0.72 -4.21 0.43
O -0.44 -3.32 0.19
H -2.82 -2.02 -1.07
H -2.44 -3.29 -1.54
O -2.94 -2.93 -0.80
H -0.02 1.54 1.87
H 0.11 2.62 3.03
O 0.01 2.50 2.09
H -0.53 -1.74 -2.44
H -1.88 -1.69 -3.13
O -1.12 -2.28 -3.02
H 1.56 0.12 -1.02
H 3.12 0.60 -0.57
O 2.25 0.28 -0.36
*
```

Results
Energy above the lowest of the compared OMol25 structures with the same formula, charge and spin   18.0 kcal/mol
HOMO   -6.171 eV
Orbital gap   0.3197 Ha
E_tot   -1468.656663 Ha


Record 9
Density functional theory data (ωB97M-V/def2-TZVPD) for a 15-piece molecular cluster, C3H35NO16 overall at a distorted geometry.

```
! RIJCOSX wB97M-V def2-TZVPD def2/J DEFGRID3
* xyz 0 1
O -1.06 0.55 -3.54
C -0.13 -0.05 -2.96
N -0.10 -0.07 -1.58
C 1.17 -0.16 -0.84
O 1.63 1.14 -0.61
C 1.00 -0.67 -3.71
H -0.94 0.20 -1.11
H 1.98 -0.63 -1.41
H 1.04 -0.69 0.10
H 1.49 1.56 0.23
H 0.65 -1.16 -4.61
H 1.12 -1.57 -3.06
H 1.97 -0.19 -3.77
H 1.12 -2.83 2.05
H 2.29 -3.64 1.33
O 2.09 -2.88 1.85
H 1.82 4.75 -0.61
H 2.27 4.77 -2.18
O 1.77 5.21 -1.46
H 3.08 -2.73 -2.68
H 2.37 -3.98 -2.94
O 2.26 -3.03 -3.08
H 1.12 -2.04 2.93
H 0.28 -1.23 2.09
O 0.52 -1.28 3.03
H -3.43 3.05 -1.48
H -2.12 3.02 -0.53
O -3.08 3.07 -0.58
H -2.49 -0.95 2.61
H -3.06 -1.61 1.43
O -2.74 -1.83 2.31
H 2.93 1.96 2.47
H 3.96 1.99 1.32
O 3.02 2.04 1.50
H 1.12 0.58 3.07
H 0.43 1.80 3.22
O 1.33 1.47 3.42
H -3.60 1.05 0.38
H -2.94 -0.24 -0.17
O -2.90 0.40 0.59
H -0.32 -3.55 0.69
H -0.77 -3.55 -0.85
O -0.48 -4.07 -0.11
H -3.56 -1.26 -2.31
H -2.43 -0.10 -2.35
O -2.95 -0.71 -1.78
H -0.29 -3.92 3.16
H -1.20 -2.49 3.15
O -0.45 -2.99 2.83
H -1.47 1.83 0.75
H -1.40 1.55 2.32
O -0.94 1.60 1.50
H -0.46 4.20 -0.79
H 0.12 4.04 0.62
O -0.69 4.23 0.15
*
```

Results
Energy above the lowest of the compared OMol25 structures with the same formula, charge and spin   167.9 kcal/mol
HOMO   -9.743 eV
Orbital gap   0.3589 Ha
E_tot   -1393.758529 Ha